(1)
Entry from OMol25: a structure of composition C41H46N7OS3Sc at a distorted geometry (the ωB97M-V functional and the def2-TZVPD basis).

Strongest force on any atom: 2.21 eV/Å
ΔE to the lowest compared entry with this formula, charge and spin: 2.780 eV
HOMO level: -6.7 eV
Total energy: -4003.7470 hartree

Structure (ORCA input):
```
! RIJCOSX wB97M-V def2-TZVPD def2/J DEFGRID3
* xyz 0 1
Sc 6.31 12.38 12.28
C 6.23 13.97 7.96
C 6.27 13.85 9.45
N 6.34 12.69 10.01
N 6.29 11.55 9.21
C 5.83 10.57 9.99
O 5.32 10.77 11.16
C 5.93 9.15 9.48
C 5.30 8.13 10.19
C 5.34 6.84 9.74
C 6.05 6.57 8.54
C 6.75 7.54 7.85
C 6.65 8.86 8.30
C 6.20 14.95 10.39
C 6.23 16.27 9.95
C 5.97 17.34 10.80
C 5.72 17.00 12.12
C 5.73 15.69 12.54
N 5.97 14.69 11.70
H 7.03 13.29 7.61
H 5.26 13.61 7.59
H 6.43 14.95 7.50
H 4.80 8.40 11.08
H 4.80 6.06 10.31
H 6.10 5.53 8.15
H 7.25 7.34 6.92
H 7.23 9.62 7.77
H 6.37 16.38 8.89
H 6.09 18.39 10.44
H 5.55 17.75 12.88
H 5.59 15.42 13.59
N 7.23 10.31 13.07
C 8.50 10.15 12.34
C 8.68 9.22 11.32
C 9.86 9.27 10.53
C 10.84 10.20 10.83
C 10.66 11.07 11.91
C 9.46 11.13 12.60
C 9.28 12.16 13.61
C 10.25 12.24 14.73
C 10.13 13.13 15.72
C 8.96 14.08 15.71
C 8.29 14.28 14.35
C 8.23 13.04 13.50
H 7.43 10.35 14.07
H 6.51 9.65 12.83
H 7.90 8.45 11.15
H 9.88 8.59 9.64
H 11.75 10.27 10.24
H 11.37 11.84 12.20
H 11.09 11.56 14.74
H 10.76 13.07 16.62
H 8.20 13.65 16.41
H 7.29 14.52 14.61
S 9.42 12.26 7.56
C 9.90 13.43 8.63
N 10.76 13.20 9.64
C 10.82 14.25 10.65
C 10.57 15.54 9.94
S 9.47 15.12 8.54
H 10.91 12.24 9.84
H 11.80 14.33 11.18
H 10.07 14.08 11.45
H 11.47 15.96 9.51
H 10.08 16.24 10.60
C 11.59 15.64 15.28
N 10.43 16.13 16.09
C 10.35 17.59 16.01
C 9.30 15.45 16.30
S 8.91 15.75 13.41
N 8.44 15.93 17.19
C 8.83 16.90 18.23
C 7.01 15.65 17.23
H 12.45 16.20 15.65
H 11.39 15.93 14.24
H 11.71 14.57 15.37
H 11.03 17.94 15.22
H 10.69 18.13 16.90
H 9.34 17.91 15.67
H 9.87 16.77 18.43
H 8.31 16.54 19.09
H 8.54 17.93 17.94
H 6.35 16.53 17.06
H 6.78 15.24 18.20
H 6.76 14.95 16.49
C 4.99 12.56 14.06
C 4.96 11.29 14.83
C 4.12 10.21 14.55
C 4.31 8.99 15.13
C 5.30 8.83 16.12
C 6.13 9.86 16.46
C 5.99 11.09 15.82
H 5.52 13.31 14.61
H 3.99 12.93 13.87
H 3.23 10.33 13.89
H 3.63 8.17 14.95
H 5.46 7.85 16.51
H 6.98 9.79 17.15
H 6.61 11.91 16.13
*
```

Just the Löwdin charges please, in e? Sure, here they are: atom 1 (Sc): 1.075, atom 2 (C): -0.050, atom 3 (C): -0.272, atom 4 (N): -0.023, atom 5 (N): 0.096, atom 6 (C): -0.426, atom 7 (O): -0.150, atom 8 (C): -0.152, atom 9 (C): -0.063, atom 10 (C): -0.076, atom 11 (C): -0.093, atom 12 (C): -0.086, atom 13 (C): -0.019, atom 14 (C): -0.208, atom 15 (C): -0.015, atom 16 (C): -0.032, atom 17 (C): -0.072, atom 18 (C): -0.159, atom 19 (N): 0.066, atom 20 (H): 0.012, atom 21 (H): 0.097, atom 22 (H): 0.071, atom 23 (H): 0.102, atom 24 (H): 0.113, atom 25 (H): 0.106, atom 26 (H): 0.101, atom 27 (H): 0.101, atom 28 (H): 0.091, atom 29 (H): 0.127, atom 30 (H): 0.104, atom 31 (H): 0.108, atom 32 (N): 0.070, atom 33 (C): -0.204, atom 34 (C): -0.009, atom 35 (C): -0.068, atom 36 (C): -0.109, atom 37 (C): -0.053, atom 38 (C): -0.179, atom 39 (C): -0.248, atom 40 (C): -0.020, atom 41 (C): -0.089, atom 42 (C): -0.250, atom 43 (C): -0.698, atom 44 (C): -0.137, atom 45 (H): 0.093, atom 46 (H): 0.087, atom 47 (H): 0.117, atom 48 (H): 0.122, atom 49 (H): 0.107, atom 50 (H): 0.120, atom 51 (H): 0.108, atom 52 (H): 0.123, atom 53 (H): 0.141, atom 54 (H): 0.008, atom 55 (S): 0.591, atom 56 (C): -1.164, atom 57 (N): -0.047, atom 58 (C): -0.263, atom 59 (C): -0.416, atom 60 (S): 0.936, atom 61 (H): 0.056, atom 62 (H): 0.133, atom 63 (H): 0.067, atom 64 (H): 0.074, atom 65 (H): 0.050, atom 66 (C): -0.049, atom 67 (N): -0.131, atom 68 (C): -0.084, atom 69 (C): -0.241, atom 70 (S): 0.549, atom 71 (N): -0.106, atom 72 (C): -0.028, atom 73 (C): -0.005, atom 74 (H): 0.091, atom 75 (H): 0.040, atom 76 (H): 0.062, atom 77 (H): 0.097, atom 78 (H): 0.084, atom 79 (H): 0.095, atom 80 (H): 0.083, atom 81 (H): 0.084, atom 82 (H): 0.110, atom 83 (H): 0.120, atom 84 (H): 0.091, atom 85 (H): 0.052, atom 86 (C): -0.208, atom 87 (C): -0.312, atom 88 (C): -0.081, atom 89 (C): -0.097, atom 90 (C): -0.116, atom 91 (C): -0.115, atom 92 (C): -0.075, atom 93 (H): 0.003, atom 94 (H): 0.050, atom 95 (H): 0.130, atom 96 (H): 0.101, atom 97 (H): 0.084, atom 98 (H): 0.108, atom 99 (H): 0.092

(2)
Entry from OMol25: a structure of composition C41H47B2NO4S2Zr (the ωB97M-V functional and the def2-TZVPD basis).

Strongest force on any atom: 0.74 eV/Å
ΔE to the lowest compared entry with this formula, charge and spin: 0.716 eV
HOMO level: -7.4 eV
Total energy: -2839.5198 hartree

Structure (ORCA input):
```
! RIJCOSX wB97M-V def2-TZVPD def2/J DEFGRID3
* xyz 0 1
Zr 1.26 -1.11 0.24
C -1.34 3.72 2.25
C 0.07 3.27 2.58
C 0.95 3.31 1.32
C 0.13 1.91 3.26
C -1.00 1.15 3.54
C -0.90 -0.06 4.22
C 0.33 -0.54 4.66
C 0.43 -1.84 5.42
C 1.46 0.21 4.38
C 1.37 1.41 3.69
H -1.31 4.71 1.79
H -1.97 3.79 3.14
H -1.82 3.04 1.54
H 0.49 3.99 3.30
H 0.58 2.62 0.57
H 1.98 3.05 1.53
H 0.94 4.32 0.89
H -1.97 1.49 3.22
H -1.80 -0.62 4.44
H -0.35 -1.91 6.18
H 1.40 -1.93 5.91
H 0.32 -2.69 4.75
H 2.43 -0.15 4.69
H 2.27 1.98 3.49
S 2.03 -2.47 2.15
C 3.43 -3.15 1.27
C 4.55 -3.48 2.03
C 5.69 -4.00 1.44
C 5.72 -4.18 0.06
C 4.63 -3.85 -0.70
C 3.46 -3.34 -0.13
S 2.06 -3.02 -1.16
H 4.52 -3.31 3.10
H 6.54 -4.25 2.05
H 6.61 -4.58 -0.41
H 4.65 -3.98 -1.78
C -0.02 -5.07 0.61
N -1.25 -4.66 1.33
C -1.21 -5.08 2.75
C -1.54 -3.17 1.22
C -1.70 -2.78 -0.22
C -2.83 -3.25 -0.88
C -3.01 -3.01 -2.24
C -2.03 -2.29 -2.91
C -0.92 -1.81 -2.22
C -0.71 -2.03 -0.85
H 0.03 -6.16 0.61
H 0.84 -4.64 1.11
H -0.05 -4.68 -0.41
H -2.04 -5.11 0.86
H -0.41 -4.53 3.24
H -1.01 -6.15 2.81
H -2.16 -4.86 3.23
H -0.71 -2.65 1.70
H -2.45 -3.01 1.80
H -3.61 -3.79 -0.33
H -3.89 -3.37 -2.76
H -2.14 -2.09 -3.97
H -0.20 -1.22 -2.78
C -4.44 4.21 -4.25
C -4.63 3.44 -2.94
C -5.72 2.39 -3.16
C -5.09 4.44 -1.87
C -3.34 2.75 -2.48
C -2.16 2.79 -3.23
C -0.99 2.15 -2.81
C -1.04 1.46 -1.63
O -0.07 0.74 -0.99
B -0.68 0.20 0.21
O -1.99 0.67 0.26
C -2.20 1.41 -0.88
C -3.35 2.04 -1.27
H -5.38 4.70 -4.52
H -4.16 3.55 -5.07
H -3.67 4.99 -4.15
H -6.65 2.86 -3.49
H -5.92 1.83 -2.24
H -5.41 1.67 -3.92
H -6.00 4.95 -2.19
H -4.32 5.19 -1.69
H -5.30 3.94 -0.92
H -2.13 3.33 -4.16
H -0.09 2.19 -3.40
H -4.24 1.98 -0.66
O 2.91 1.69 -0.91
B 3.18 0.37 -0.45
O 4.46 0.01 -0.90
C 4.91 1.04 -1.69
C 6.09 1.14 -2.40
C 6.28 2.30 -3.15
C 5.32 3.31 -3.17
C 4.14 3.20 -2.44
C 3.96 2.05 -1.71
H 6.82 0.34 -2.37
H 7.19 2.41 -3.72
H 5.50 4.20 -3.76
H 3.39 3.98 -2.45
*
```

Just the Löwdin charges please, in e? Sure, here they are: atom 1 (Zr): 1.119, atom 2 (C): -0.071, atom 3 (C): -0.364, atom 4 (C): -0.047, atom 5 (C): -0.199, atom 6 (C): -0.041, atom 7 (C): -0.047, atom 8 (C): -0.309, atom 9 (C): -0.063, atom 10 (C): -0.072, atom 11 (C): -0.032, atom 12 (H): 0.081, atom 13 (H): 0.081, atom 14 (H): 0.070, atom 15 (H): 0.140, atom 16 (H): 0.067, atom 17 (H): 0.072, atom 18 (H): 0.086, atom 19 (H): 0.105, atom 20 (H): 0.110, atom 21 (H): 0.078, atom 22 (H): 0.077, atom 23 (H): 0.038, atom 24 (H): 0.109, atom 25 (H): 0.116, atom 26 (S): 0.573, atom 27 (C): -0.652, atom 28 (C): -0.134, atom 29 (C): -0.096, atom 30 (C): -0.093, atom 31 (C): -0.123, atom 32 (C): -0.667, atom 33 (S): 0.623, atom 34 (H): 0.094, atom 35 (H): 0.099, atom 36 (H): 0.100, atom 37 (H): 0.099, atom 38 (C): -0.013, atom 39 (N): -0.171, atom 40 (C): 0.005, atom 41 (C): -0.097, atom 42 (C): -0.286, atom 43 (C): -0.061, atom 44 (C): -0.088, atom 45 (C): -0.071, atom 46 (C): -0.122, atom 47 (C): -0.272, atom 48 (H): 0.108, atom 49 (H): 0.048, atom 50 (H): 0.068, atom 51 (H): 0.168, atom 52 (H): 0.088, atom 53 (H): 0.104, atom 54 (H): 0.105, atom 55 (H): 0.075, atom 56 (H): 0.140, atom 57 (H): 0.108, atom 58 (H): 0.098, atom 59 (H): 0.104, atom 60 (H): 0.105, atom 61 (C): -0.073, atom 62 (C): -0.564, atom 63 (C): -0.048, atom 64 (C): -0.050, atom 65 (C): -0.169, atom 66 (C): -0.022, atom 67 (C): 0.032, atom 68 (C): -0.223, atom 69 (O): -0.025, atom 70 (B): -0.568, atom 71 (O): 0.132, atom 72 (C): -0.191, atom 73 (C): 0.059, atom 74 (H): 0.084, atom 75 (H): 0.085, atom 76 (H): 0.087, atom 77 (H): 0.083, atom 78 (H): 0.077, atom 79 (H): 0.090, atom 80 (H): 0.083, atom 81 (H): 0.091, atom 82 (H): 0.075, atom 83 (H): 0.097, atom 84 (H): 0.124, atom 85 (H): 0.126, atom 86 (O): 0.077, atom 87 (B): -0.442, atom 88 (O): 0.105, atom 89 (C): -0.216, atom 90 (C): 0.004, atom 91 (C): -0.097, atom 92 (C): -0.098, atom 93 (C): 0.002, atom 94 (C): -0.221, atom 95 (H): 0.118, atom 96 (H): 0.097, atom 97 (H): 0.097, atom 98 (H): 0.116

(3)
Entry from OMol25: a structure of composition C41H47B2NO4S2Zr at a distorted geometry (the ωB97M-V functional and the def2-TZVPD basis).

Strongest force on any atom: 2.78 eV/Å
ΔE to the lowest compared entry with this formula, charge and spin: 1.568 eV
HOMO level: -6.5 eV
Total energy: -2839.4885 hartree

Structure (ORCA input):
```
! RIJCOSX wB97M-V def2-TZVPD def2/J DEFGRID3
* xyz 0 1
Zr 0.03 0.60 -0.13
C -0.12 -4.51 1.65
C 1.28 -3.88 1.62
C 2.19 -4.58 2.64
C 1.27 -2.40 1.91
C 2.10 -1.55 1.18
C 2.22 -0.20 1.51
C 1.52 0.33 2.59
C 1.74 1.76 2.98
C 0.67 -0.52 3.31
C 0.55 -1.85 2.97
H -0.08 -5.52 1.23
H -0.82 -3.92 1.08
H -0.48 -4.60 2.67
H 1.70 -4.02 0.62
H 1.84 -4.40 3.65
H 3.21 -4.19 2.56
H 2.22 -5.65 2.46
H 2.72 -1.97 0.39
H 2.96 0.41 1.00
H 1.43 2.42 2.16
H 2.80 1.94 3.17
H 1.17 2.02 3.87
H 0.12 -0.13 4.15
H -0.12 -2.48 3.54
S -1.42 1.42 1.85
C -1.75 3.06 1.34
C -2.91 3.67 1.80
C -3.19 4.99 1.52
C -2.31 5.73 0.76
C -1.16 5.14 0.27
C -0.86 3.81 0.55
S 0.66 3.14 -0.04
H -3.59 3.08 2.40
H -4.10 5.44 1.91
H -2.50 6.78 0.56
H -0.47 5.71 -0.33
C -0.45 -2.64 -4.80
N -0.86 -2.90 -3.42
C 0.23 -3.55 -2.67
C -1.29 -1.64 -2.74
C -1.87 -1.91 -1.38
C -2.97 -2.77 -1.33
C -3.56 -3.10 -0.13
C -3.06 -2.52 1.03
C -2.00 -1.63 0.96
C -1.33 -1.29 -0.23
H -0.20 -3.56 -5.31
H 0.42 -1.98 -4.78
H -1.25 -2.13 -5.34
H -1.67 -3.53 -3.40
H 1.10 -2.90 -2.69
H 0.47 -4.51 -3.11
H -0.08 -3.68 -1.63
H -2.03 -1.16 -3.39
H -0.41 -0.99 -2.65
H -3.38 -3.18 -2.25
H -4.40 -3.77 -0.10
H -3.51 -2.77 1.98
H -1.69 -1.17 1.89
C 6.91 3.16 -4.98
C 6.09 3.26 -3.68
C 5.42 4.64 -3.63
C 7.06 3.10 -2.50
C 5.00 2.20 -3.60
C 4.69 1.34 -4.65
C 3.69 0.38 -4.57
C 2.96 0.31 -3.41
O 1.94 -0.52 -3.05
B 1.55 -0.18 -1.71
O 2.39 0.91 -1.32
C 3.24 1.18 -2.35
C 4.25 2.11 -2.42
H 7.67 3.94 -4.98
H 6.28 3.31 -5.85
H 7.41 2.20 -5.06
H 6.17 5.43 -3.72
H 4.88 4.77 -2.70
H 4.71 4.74 -4.45
H 7.87 3.82 -2.58
H 7.49 2.10 -2.50
H 6.56 3.26 -1.55
H 5.25 1.40 -5.57
H 3.49 -0.28 -5.41
H 4.43 2.76 -1.58
O -2.72 1.95 -1.68
B -1.43 1.46 -1.60
O -0.94 1.30 -2.94
C -1.95 1.66 -3.76
C -2.03 1.59 -5.14
C -3.23 1.96 -5.73
C -4.31 2.38 -4.96
C -4.24 2.45 -3.58
C -3.05 2.07 -2.99
H -1.18 1.25 -5.72
H -3.33 1.91 -6.80
H -5.23 2.65 -5.45
H -5.08 2.75 -2.98
*
```

Just the Löwdin charges please, in e? Sure, here they are: atom 1 (Zr): 1.274, atom 2 (C): -0.061, atom 3 (C): -0.382, atom 4 (C): -0.059, atom 5 (C): -0.217, atom 6 (C): -0.056, atom 7 (C): -0.120, atom 8 (C): -0.345, atom 9 (C): -0.082, atom 10 (C): -0.078, atom 11 (C): -0.038, atom 12 (H): 0.079, atom 13 (H): 0.050, atom 14 (H): 0.080, atom 15 (H): 0.126, atom 16 (H): 0.082, atom 17 (H): 0.080, atom 18 (H): 0.076, atom 19 (H): 0.119, atom 20 (H): 0.123, atom 21 (H): -0.009, atom 22 (H): 0.087, atom 23 (H): 0.081, atom 24 (H): 0.114, atom 25 (H): 0.120, atom 26 (S): 0.661, atom 27 (C): -0.671, atom 28 (C): -0.134, atom 29 (C): -0.105, atom 30 (C): -0.107, atom 31 (C): -0.132, atom 32 (C): -0.673, atom 33 (S): 0.634, atom 34 (H): 0.092, atom 35 (H): 0.095, atom 36 (H): 0.095, atom 37 (H): 0.093, atom 38 (C): 0.008, atom 39 (N): -0.180, atom 40 (C): 0.020, atom 41 (C): -0.111, atom 42 (C): -0.260, atom 43 (C): -0.067, atom 44 (C): -0.087, atom 45 (C): -0.091, atom 46 (C): -0.175, atom 47 (C): -0.186, atom 48 (H): 0.106, atom 49 (H): 0.106, atom 50 (H): 0.109, atom 51 (H): 0.169, atom 52 (H): 0.100, atom 53 (H): 0.110, atom 54 (H): 0.103, atom 55 (H): 0.144, atom 56 (H): 0.072, atom 57 (H): 0.105, atom 58 (H): 0.101, atom 59 (H): 0.107, atom 60 (H): 0.032, atom 61 (C): -0.068, atom 62 (C): -0.559, atom 63 (C): -0.041, atom 64 (C): -0.046, atom 65 (C): -0.173, atom 66 (C): -0.027, atom 67 (C): 0.015, atom 68 (C): -0.210, atom 69 (O): 0.084, atom 70 (B): -0.508, atom 71 (O): -0.003, atom 72 (C): -0.186, atom 73 (C): 0.070, atom 74 (H): 0.083, atom 75 (H): 0.081, atom 76 (H): 0.087, atom 77 (H): 0.084, atom 78 (H): 0.080, atom 79 (H): 0.091, atom 80 (H): 0.083, atom 81 (H): 0.090, atom 82 (H): 0.074, atom 83 (H): 0.098, atom 84 (H): 0.114, atom 85 (H): 0.127, atom 86 (O): 0.165, atom 87 (B): -0.608, atom 88 (O): 0.073, atom 89 (C): -0.225, atom 90 (C): -0.010, atom 91 (C): -0.105, atom 92 (C): -0.099, atom 93 (C): 0.012, atom 94 (C): -0.197, atom 95 (H): 0.112, atom 96 (H): 0.096, atom 97 (H): 0.098, atom 98 (H): 0.119

What is the formula in the first record?
C41H46N7OS3Sc